[1]
Formula: C7H13N2O
Source: the OMol25 dataset
Level of theory: wB97M-V/def2-TZVPD

Each line ends with the Mulliken charge.
Positions of all 23 atoms, in Å:
C -1.61021 -2.30211 0.78449  -0.906
C -0.64149 -1.70082 0.18954  -0.234
C 0.67289 -1.37916 0.85259  0.785
C 1.86353 -1.60812 -0.03953  -1.789
C 0.42633 0.08234 1.13050  -0.054
O -0.14842 0.66267 2.01015  -0.473
N 0.72092 0.84808 -0.15540  -0.174
C -0.01556 1.82441 -0.65450  0.938
C -1.33708 2.10835 -0.09664  -1.183
N 0.27698 2.42181 -1.76720  -0.356
H -1.59567 -2.73323 1.73056  0.326
H -2.42076 -2.73265 0.15598  0.274
H -0.65321 -1.64091 -0.88656  0.322
H 0.68072 -1.87910 1.84778  0.508
H 1.54915 -1.30409 -1.11875  0.331
H 2.28115 -2.55975 0.18671  0.376
H 2.54353 -0.93778 0.31280  0.521
H 1.72047 0.65762 -0.60220  0.343
H -1.94290 2.70189 -0.76531  0.367
H -1.40818 2.62679 0.92408  0.314
H -1.83859 1.21821 0.13897  0.266
H -0.29602 3.26127 -2.08674  0.286
H 1.17240 2.36427 -2.09132  0.213

Summary:
Total charge   +1
Highest occupied orbital energy   -13.7177 eV

[2]
Formula: C30H60Br8NiO12S5
Source: the OMol25 dataset
Level of theory: wB97M-V/def2-TZVPD

Each line ends with the Mulliken charge.
Positions of all 116 atoms, in Å:
Ni -0.15884 2.20120 0.28159  0.883
O 1.73890 0.25811 -1.02815  -0.555
C 1.38132 -1.06189 -1.26188  -0.252
C 0.13518 -1.62635 -0.35672  -0.213
O -0.91823 -0.74950 -0.04719  -0.705
H 2.28757 -1.62934 -1.05012  0.226
H 1.19994 -1.34195 -2.29955  0.227
H 0.54409 -2.20943 0.46847  0.216
H -0.20688 -2.37662 -1.06959  0.177
C -6.57021 4.72312 4.19970  -0.488
C -5.86173 3.86086 5.15109  -0.634
C -5.19269 2.70588 4.36676  -0.657
S -4.85720 3.32604 2.68766  1.085
O -5.68992 2.63059 1.72480  -0.640
O -3.41497 3.47083 2.51174  -0.632
C -5.59294 4.95768 3.01769  -0.780
H -6.74002 5.69169 4.66994  0.312
H -7.46497 4.16684 3.92029  0.301
H -6.44329 3.54094 6.01569  0.322
H -5.00736 4.43127 5.51550  0.302
H -5.82398 1.82221 4.27337  0.348
H -4.22052 2.38433 4.74037  0.382
H -5.90372 5.49732 2.12310  0.428
H -4.81544 5.58749 3.45004  0.351
C 4.53589 7.92469 -0.37094  -0.576
C 4.69954 6.74008 -1.28860  -0.652
C 3.36753 6.47056 -2.03906  -0.683
S 2.03702 6.91744 -0.79794  1.046
O 1.62073 5.67161 -0.08257  -0.604
O 1.06797 7.77442 -1.43047  -0.627
C 3.16486 7.75254 0.31974  -0.663
H 4.40023 8.81479 -0.98529  0.271
H 5.26355 8.15847 0.40620  0.337
H 5.08917 5.88757 -0.73226  0.296
H 5.51478 6.84601 -2.00432  0.396
H 3.19860 5.41204 -2.23681  0.382
H 3.27988 7.15975 -2.87896  0.344
H 3.24681 7.19642 1.25361  0.387
H 2.74939 8.74556 0.49126  0.343
C 2.83825 -0.58003 5.44285  -0.550
C 4.21369 -0.83144 4.72614  -0.698
C 4.49793 0.43925 3.84181  -0.664
S 3.27582 1.69805 4.27513  0.990
O 2.04010 1.53023 3.46292  -0.549
O 3.99535 2.96405 4.48867  -0.654
C 2.98848 0.85842 5.84591  -0.691
H 2.76784 -1.29351 6.26389  0.324
H 1.97982 -0.65563 4.77541  0.325
H 4.33597 -1.79675 4.23488  0.365
H 5.03846 -0.92659 5.43240  0.318
H 4.53570 0.23481 2.77183  0.446
H 5.38490 0.91555 4.25954  0.335
H 2.14637 1.30377 6.37566  0.405
H 3.91587 0.92531 6.41473  0.297
C -3.91342 0.26427 -5.24204  -0.643
C -3.09710 0.95180 -6.35903  -0.615
C -2.03441 1.79206 -5.55848  -0.784
S -2.99326 2.59251 -4.19252  1.012
O -3.48113 3.85157 -4.75778  -0.657
O -2.14054 2.60823 -2.98685  -0.527
C -4.32627 1.35298 -4.16983  -0.617
H -3.13829 -0.34748 -4.78047  0.288
H -4.71948 -0.38994 -5.57428  0.368
H -3.79400 1.55035 -6.94571  0.319
H -2.58679 0.19853 -6.95925  0.342
H -1.45393 2.56260 -6.06586  0.419
H -1.32841 1.06887 -5.15023  0.353
H -5.25576 1.91922 -4.22918  0.387
H -4.25422 0.89428 -3.18367  0.355
C 0.70261 -7.49995 -0.94300  -0.607
C 0.27450 -8.93287 -1.27846  -0.650
C -0.49237 -9.55246 -0.04697  -0.725
S 0.27223 -8.80136 1.49911  1.024
O 1.25619 -9.70067 2.10602  -0.617
O -0.78457 -8.28304 2.31226  -0.605
C 1.23337 -7.53918 0.46624  -0.650
H -0.21935 -6.93305 -1.07230  0.290
H 1.39067 -7.11758 -1.69697  0.340
H 1.20018 -9.49930 -1.38028  0.306
H -0.26028 -9.07117 -2.21814  0.371
H -0.63568 -10.63006 0.03277  0.429
H -1.52414 -9.20801 0.02317  0.350
H 2.28619 -7.77261 0.30750  0.369
H 1.14360 -6.55231 0.92024  0.374
Br 7.80102 -2.98954 -3.57710  -0.175
C 7.49580 -1.71262 -2.09042  -0.493
C 7.20310 -0.34170 -2.64827  -0.603
Br 7.59730 1.05604 -1.31686  -0.161
H 8.45621 -1.58948 -1.58987  0.358
H 6.69455 -2.09537 -1.45827  0.361
H 6.16640 -0.17390 -2.94016  0.329
H 7.86655 -0.19454 -3.50049  0.385
Br -9.51002 -2.49314 -0.24540  -0.137
C -7.62304 -2.02057 0.07681  -0.646
C -6.65002 -3.21366 -0.05215  -0.490
Br -6.46789 -3.79846 -1.95374  -0.147
H -7.63171 -1.59493 1.08023  0.343
H -7.49246 -1.12612 -0.53230  0.364
H -7.02383 -4.01170 0.58934  0.373
H -5.66127 -2.85242 0.23067  0.340
Br -1.74462 -2.76221 6.91833  -0.165
C -1.86345 -3.99044 5.33601  -0.583
C -2.95527 -3.37383 4.50682  -0.647
Br -4.62197 -3.42094 5.41126  -0.103
H -2.16043 -4.99853 5.62522  0.386
H -0.88935 -4.04985 4.85052  0.381
H -3.03429 -3.97232 3.59926  0.337
H -2.73648 -2.35173 4.19772  0.395
Br 2.76472 -1.68909 -7.33252  -0.146
C 4.29627 -0.42532 -7.25000  -0.445
C 3.69031 0.84830 -6.71251  -0.726
Br 5.10372 2.37631 -6.34544  -0.205
H 4.73960 -0.24796 -8.22985  0.366
H 5.02326 -0.91123 -6.59924  0.331
H 3.27608 0.56227 -5.74571  0.403
H 2.97052 1.26369 -7.41780  0.423

Summary:
Total charge   0
Highest occupied orbital energy (spin up / spin down)   -7.6425 / -7.1189 eV
Multiplicity   3

Calculated maximum force (eV Å⁻¹), listed in the same order as above: 3.714; 3.429
Calculated energy relative to the best compared isomer or geometry (same formula, charge and spin) (kcal per mole), listed in the same order as above: 54.2; 201.1
Calculated E (Eh), listed in the same order as above: -458.98763; -26172.88242